# 1
Density functional theory data (ωB97M-V with the def2-TZVPD basis set) for C26H46B2BeCl8FN7O17 as an isolated structure in a non-equilibrium geometry.

Cartesian coordinates (Å):
C 5.108 -0.730 2.223
C 4.678 0.185 0.962
C 4.505 1.748 1.352
O 3.783 1.956 2.587
C 2.524 2.619 2.369
C 1.488 1.546 1.823
N 0.824 0.975 3.056
C -0.529 0.529 2.784
N -1.417 0.667 3.804
N -0.862 -0.081 1.496
C -2.284 -0.562 1.402
B -2.435 -2.092 1.997
O -2.379 -3.272 1.163
O -2.606 -2.215 3.422
C -0.477 0.808 0.350
C 0.353 -0.103 -0.704
O -0.047 -1.537 -0.636
O 1.128 -2.227 -0.849
C 0.377 2.093 0.830
B 0.938 2.782 -0.526
O 2.122 2.404 -1.229
O 0.151 3.874 -1.075
H 6.174 -1.103 1.989
H 5.031 -0.195 3.227
H 4.452 -1.675 2.207
H 5.480 0.049 0.143
H 3.722 -0.275 0.526
H 3.957 2.317 0.531
H 5.583 2.144 1.466
H 2.156 2.918 3.420
H 2.597 3.590 1.779
H 2.063 0.663 1.366
H 1.431 0.229 3.484
H -1.074 0.377 4.766
H -2.367 1.035 3.691
H -3.061 0.148 1.842
H -2.543 -0.650 0.281
H -1.460 -3.610 1.254
H -1.718 -2.151 3.867
H -1.369 1.227 -0.238
H 1.482 -0.093 -0.498
H 0.230 0.268 -1.789
H 1.112 -3.086 -0.360
H -0.260 2.856 1.387
H 2.016 2.822 -2.123
H -0.293 4.283 -0.290
O 6.006 2.813 5.335
Cl 5.191 1.691 5.744
O 5.583 1.265 7.069
O 5.375 0.596 4.812
O 3.798 2.084 5.755
Be -0.149 -1.231 5.014
C -3.370 -3.658 -1.855
C -2.659 -4.688 -2.678
O -3.634 -5.711 -2.823
C -4.855 -5.129 -2.658
O -5.897 -5.672 -2.881
O -4.735 -3.850 -2.208
H -3.048 -2.642 -2.088
H -3.256 -3.830 -0.782
H -2.387 -4.315 -3.670
H -1.763 -5.069 -2.184
C 1.677 -6.722 -0.585
Cl 3.422 -6.948 -0.821
Cl 1.398 -5.302 0.449
Cl 0.896 -6.470 -2.161
Cl 0.992 -8.159 0.194
C 2.509 0.847 -4.371
O 1.625 1.588 -3.972
N 3.272 0.080 -3.532
N 2.815 0.719 -5.683
H 4.007 -0.531 -3.848
H 3.086 0.147 -2.544
H 2.277 1.267 -6.335
H 3.538 0.117 -6.033
C -2.146 9.135 -2.530
C -1.604 7.857 -2.624
C -1.477 7.070 -1.484
C -1.901 7.573 -0.255
C -2.437 8.854 -0.154
C -2.557 9.635 -1.297
N -1.793 6.740 0.943
O -1.300 5.624 0.822
O -2.203 7.198 1.994
H -2.249 9.743 -3.420
H -1.281 7.469 -3.592
H -1.053 6.075 -1.571
H -2.764 9.254 0.800
H -2.976 10.633 -1.230
C -4.783 -9.381 1.751
C -3.698 -9.964 0.852
C -2.285 -9.577 1.297
C -2.130 -8.085 1.261
N -2.010 -6.915 1.232
H -4.778 -8.288 1.731
H -5.770 -9.706 1.414
H -4.652 -9.708 2.787
H -3.868 -9.627 -0.175
H -3.784 -11.054 0.851
H -1.544 -10.028 0.632
H -2.090 -9.932 2.312
C -1.012 9.118 -6.656
Cl -1.294 10.582 -5.709
Cl -0.925 7.680 -5.625
H -1.828 8.995 -7.366
H -0.070 9.223 -7.192
Cl 1.379 -0.986 -2.592
F 2.889 0.050 3.605

Calculated values
**HOMO-LUMO gap**: 1.9 eV
**Net charge**: 0
**Spin multiplicity**: 1
**DFT total energy**: -6525.63798 Eh

---

# 2
Density functional theory data (ωB97M-V with the def2-TZVPD basis set) for a 7-piece molecular cluster, C26H46B2O22Si overall.

Cartesian coordinates (Å):
C 4.453 2.138 0.781
O 3.630 3.057 1.522
B 2.490 3.434 0.911
O 2.252 3.035 -0.408
Si 1.023 4.470 1.802
B -0.610 3.443 1.242
O -1.233 3.841 0.061
O -1.081 2.320 1.886
C -0.615 1.161 1.180
H 4.908 2.630 -0.065
H 5.254 1.825 1.438
H 3.915 1.254 0.475
H 2.286 3.774 -1.034
H 0.894 5.833 1.240
H 1.212 4.577 3.266
H -0.762 3.443 -0.695
H -1.231 0.307 1.396
H 0.417 0.930 1.438
H -0.628 1.333 0.111
C 2.207 2.101 -5.262
C 3.347 1.424 -4.546
C 2.983 0.754 -3.240
O 4.218 0.827 -2.507
C 4.901 1.902 -2.968
O 5.862 2.368 -2.450
O 4.325 2.383 -4.095
H 2.578 2.683 -6.105
H 1.499 1.361 -5.633
H 1.682 2.785 -4.594
H 3.858 0.725 -5.214
H 2.676 -0.283 -3.357
H 2.217 1.298 -2.683
C 2.924 7.165 7.982
C 1.827 7.103 6.950
C 2.143 6.294 5.713
O 1.333 6.933 4.719
C 1.152 8.222 5.099
O 0.685 9.071 4.417
O 1.581 8.400 6.375
H 2.674 7.883 8.762
H 3.070 6.188 8.441
H 3.862 7.486 7.529
H 0.893 6.763 7.406
H 1.876 5.243 5.797
H 3.190 6.379 5.414
C -3.649 -1.397 -2.794
C -3.112 0.005 -2.883
C -2.612 0.433 -4.242
O -1.604 1.404 -3.896
C -1.127 1.070 -2.683
O -0.144 1.535 -2.191
O -1.900 0.134 -2.101
H -3.868 -1.656 -1.758
H -4.564 -1.499 -3.379
H -2.890 -2.094 -3.145
H -3.839 0.727 -2.500
H -3.378 0.893 -4.861
H -2.136 -0.383 -4.788
C 0.488 -3.637 0.161
C 0.457 -4.010 -1.299
C 1.614 -3.505 -2.134
O 1.015 -3.372 -3.440
C -0.303 -3.160 -3.253
O -1.067 -2.819 -4.104
O -0.651 -3.376 -1.975
H -0.449 -3.902 0.647
H 1.302 -4.155 0.666
H 0.623 -2.562 0.283
H 0.336 -5.091 -1.417
H 2.457 -4.188 -2.172
H 1.955 -2.519 -1.812
C -3.359 -2.350 6.085
C -2.371 -1.868 5.054
C -2.955 -1.041 3.931
O -2.046 -1.316 2.854
C -1.502 -2.537 3.073
O -0.849 -3.136 2.282
O -1.806 -2.972 4.318
H -2.885 -3.054 6.767
H -3.745 -1.511 6.663
H -4.194 -2.865 5.609
H -1.545 -1.337 5.535
H -2.978 0.025 4.140
H -3.952 -1.378 3.637
C -2.205 -5.857 -4.532
C -2.186 -7.080 -3.652
C -3.035 -8.239 -4.121
O -3.369 -8.890 -2.887
C -3.335 -7.956 -1.904
O -3.732 -8.120 -0.800
O -2.780 -6.807 -2.368
H -1.703 -5.027 -4.045
H -1.708 -6.058 -5.481
H -3.228 -5.536 -4.732
H -1.156 -7.405 -3.473
H -2.510 -8.926 -4.780
H -3.959 -7.908 -4.600

Calculated values
**HOMO-LUMO gap**: 9.3 eV
**Net charge**: 0
**Structure (SMILES)**: COB(O)[SiH2]B(O)OC.C[C@@H]1COC(=O)O1.C[C@@H]1COC(=O)O1.C[C@@H]1COC(=O)O1.C[C@@H]1COC(=O)O1.C[C@@H]1COC(=O)O1.C[C@@H]1COC(=O)O1
**Spin multiplicity**: 1
**DFT total energy**: -3013.00307 Eh

---

# 3
Density functional theory data (ωB97M-V with the def2-TZVPD basis set) for C26H46BIrN8O2 as an isolated structure.

Cartesian coordinates (Å):
Ir 0.479 0.204 -0.630
C -0.598 -0.497 4.673
C 0.326 -0.502 3.504
C 1.706 -0.484 3.490
C 2.081 -0.511 2.141
N 0.984 -0.543 1.388
N -0.094 -0.529 2.223
B -1.509 -0.737 1.664
N -2.083 0.456 0.886
N -1.641 0.727 -0.374
C -2.412 1.693 -0.877
C -3.378 2.040 0.073
C -3.144 1.236 1.171
C -3.877 1.178 2.468
C -2.240 2.268 -2.264
C -3.623 2.502 -2.881
C -1.457 1.313 -3.165
C -1.498 3.608 -2.161
N -1.405 -1.926 0.619
N -0.586 -1.800 -0.496
C -0.658 -2.920 -1.233
C -1.536 -3.785 -0.600
C -1.995 -3.094 0.604
C -2.938 -3.581 1.627
C 0.108 -3.147 -2.513
C 1.041 -4.348 -2.305
C 0.933 -1.919 -2.894
C -0.900 -3.451 -3.632
C 3.489 -0.517 1.594
C 3.540 -1.060 0.165
C 4.039 0.916 1.633
C 4.359 -1.426 2.473
H -0.019 -0.459 5.592
H -1.219 -1.393 4.699
H -1.262 0.367 4.649
H 2.350 -0.467 4.352
H -2.254 -1.050 2.539
H -4.164 2.769 -0.027
H -4.641 1.951 2.488
H -3.199 1.342 3.305
H -4.364 0.214 2.615
H -4.215 1.587 -2.881
H -3.519 2.845 -3.911
H -4.175 3.265 -2.334
H -1.963 0.351 -3.265
H -0.447 1.124 -2.773
H -1.336 1.746 -4.158
H -2.040 4.306 -1.524
H -1.392 4.058 -3.150
H -0.502 3.468 -1.733
H -1.843 -4.770 -0.912
H -3.290 -4.580 1.386
H -3.794 -2.907 1.701
H -2.456 -3.595 2.606
H 1.790 -4.141 -1.539
H 1.558 -4.576 -3.237
H 0.486 -5.239 -2.007
H 1.607 -1.625 -2.079
H 0.291 -1.083 -3.184
H 1.571 -2.154 -3.746
H -1.527 -4.309 -3.385
H -0.366 -3.686 -4.552
H -1.550 -2.596 -3.820
H 4.549 -0.964 -0.237
H 2.869 -0.511 -0.511
H 3.258 -2.113 0.131
H 3.382 1.601 1.089
H 5.035 0.955 1.190
H 4.112 1.277 2.659
H 3.973 -2.446 2.482
H 4.399 -1.068 3.500
H 5.379 -1.449 2.088
C 2.166 5.188 0.923
O 1.253 4.115 1.234
C 1.201 3.025 0.506
O 0.450 2.111 0.807
N 2.010 2.944 -0.596
N 1.960 1.775 -1.376
H 2.017 5.925 1.703
H 1.920 5.632 -0.043
H 3.197 4.836 0.953
H 2.655 3.669 -0.861
H 2.887 1.350 -1.397
H 1.703 2.023 -2.330

Calculated values
**HOMO-LUMO gap (alpha / beta)**: 9.1 / 4.7 eV
**Relative energy (zero: lowest compared OMol25 entry of this formula, charge and spin)**: 0.000 eV
**Net charge**: +2
**⟨S²⟩**: 6.03
**Spin multiplicity**: 5
**DFT total energy**: -1735.50387 Eh

---

# 4
Density functional theory data (ωB97M-V with the def2-TZVPD basis set) for C26H46BN13O2PS as an isolated structure in a non-equilibrium geometry.

Cartesian coordinates (Å):
C 6.643 -3.646 -3.175
O 5.640 -2.845 -3.867
B 4.480 -3.384 -3.809
O 4.196 -4.563 -4.319
S 3.005 -2.620 -2.893
C 3.318 -0.936 -2.277
C 4.412 -0.203 -2.890
C 4.023 0.769 -3.903
N 5.542 -0.402 -2.486
P 1.432 -2.410 -4.491
N 0.292 -3.318 -4.096
H 6.207 -4.333 -2.504
H 7.206 -4.185 -3.874
H 7.255 -2.992 -2.636
H 3.585 -4.553 -5.055
H 2.433 -0.415 -2.446
H 3.420 -1.000 -1.241
H 3.170 0.483 -4.456
H 4.827 1.003 -4.522
H 3.766 1.648 -3.394
H 6.195 0.183 -2.982
H 1.167 -1.037 -4.583
H 2.086 -2.858 -5.632
H -0.583 -2.819 -3.950
C -0.421 -0.390 -1.420
C -1.366 -1.082 -2.242
N -2.062 -1.624 -2.933
H -0.743 0.642 -1.287
H -0.356 -0.874 -0.449
H 0.552 -0.403 -1.905
C -4.355 0.062 -0.024
C -3.489 1.168 0.289
N -2.772 2.013 0.466
H -3.980 -0.454 -0.905
H -4.389 -0.637 0.808
H -5.355 0.437 -0.227
C 1.378 -0.379 2.809
C 0.203 -0.869 2.157
N -0.671 -1.266 1.572
H 1.322 0.698 2.954
H 1.484 -0.858 3.779
H 2.243 -0.614 2.199
C -0.504 -1.930 6.311
C 0.679 -1.109 6.426
N 1.594 -0.463 6.499
H -0.435 -2.555 5.425
H -0.595 -2.563 7.189
H -1.386 -1.299 6.227
C -4.554 0.938 -3.935
C -5.313 1.722 -2.992
N -5.861 2.255 -2.171
H -5.194 0.188 -4.389
H -4.153 1.583 -4.712
H -3.739 0.441 -3.418
C -7.609 3.608 0.408
C -7.860 2.960 1.671
N -8.054 2.414 2.633
H -6.880 3.026 -0.147
H -8.529 3.667 -0.166
H -7.224 4.610 0.573
C 0.012 5.293 2.881
C 0.661 4.022 3.035
N 1.177 3.033 3.154
H 0.329 5.751 1.950
H -1.065 5.151 2.871
H 0.283 5.942 3.709
C -5.531 0.577 4.230
C -4.544 -0.476 4.239
N -3.767 -1.288 4.247
H -5.299 1.292 3.447
H -6.517 0.163 4.046
H -5.531 1.086 5.188
C -2.092 4.245 -1.828
C -1.180 5.345 -1.671
N -0.465 6.201 -1.549
H -1.798 3.655 -2.693
H -2.078 3.613 -0.940
H -3.099 4.622 -1.983
C 5.457 -0.236 1.412
C 4.320 -0.704 0.669
N 3.399 -1.063 0.133
H 5.373 0.836 1.569
H 5.485 -0.741 2.375
H 6.368 -0.452 0.862
C 1.883 -4.210 3.764
C 3.049 -3.372 3.876
N 3.948 -2.703 3.948
H 1.956 -4.820 2.869
H 1.813 -4.858 4.634
H 0.992 -3.592 3.701

Calculated values
**HOMO-LUMO gap**: 9.3 eV
**Net charge**: +1
**Spin multiplicity**: 1
**DFT total energy**: -2644.61473 Eh

---

# 5
Density functional theory data (ωB97M-V with the def2-TZVPD basis set) for a 7-piece molecular cluster, C26H46Cl2O12S3 overall in a non-equilibrium geometry.

Cartesian coordinates (Å):
O -3.962 3.400 3.069
S -2.890 4.411 2.744
O -3.155 5.350 1.648
C -2.386 5.269 4.339
C -0.998 4.680 4.646
C -0.287 4.313 3.338
C -1.330 3.488 2.480
H -3.207 5.033 5.016
H -2.533 6.331 4.141
H -0.472 5.402 5.272
H -0.995 3.920 5.428
H 0.638 3.771 3.535
H 0.162 5.227 2.950
H -1.552 2.499 2.880
H -1.265 3.446 1.393
O 1.940 0.164 1.278
S 0.638 0.476 0.679
O -0.663 0.657 1.348
C 0.866 1.836 -0.695
C 1.395 1.131 -1.899
C 0.788 -0.285 -2.065
C 0.366 -0.880 -0.618
H 1.496 2.591 -0.224
H -0.071 2.294 -1.012
H 1.315 1.688 -2.833
H 2.465 0.939 -1.830
H 1.416 -0.946 -2.662
H -0.067 -0.179 -2.733
H 0.912 -1.727 -0.203
H -0.714 -1.004 -0.545
O 1.676 -3.541 -2.215
S 0.947 -4.761 -1.785
O 1.017 -5.264 -0.395
C -0.792 -4.620 -2.373
C -1.012 -5.628 -3.451
C 0.324 -6.148 -3.975
C 1.343 -6.197 -2.914
H -1.210 -3.623 -2.227
H -1.406 -5.091 -1.606
H -1.702 -6.379 -3.068
H -1.653 -5.216 -4.230
H 0.625 -5.524 -4.817
H 0.212 -7.136 -4.423
H 2.424 -6.159 -3.051
H 1.164 -7.017 -2.219
O -6.053 -3.011 0.734
C -5.438 -1.955 0.998
C -5.854 -0.609 1.360
C -4.703 -0.063 2.145
C -3.490 -0.689 1.514
O -4.022 -1.969 1.018
H -5.785 -0.020 0.445
H -6.821 -0.469 1.843
H -4.529 1.005 2.010
H -4.839 -0.250 3.210
H -3.319 -0.130 0.594
H -2.616 -0.556 2.151
O 3.639 1.251 -6.002
C 2.410 1.267 -6.277
C 1.522 0.102 -6.814
C 0.276 0.886 -7.200
C 0.221 2.071 -6.129
O 1.604 2.321 -5.925
H 2.026 -0.334 -7.676
H 1.531 -0.622 -5.999
H 0.241 1.322 -8.198
H -0.647 0.310 -7.130
H -0.321 2.947 -6.485
H -0.233 1.779 -5.182
O 3.581 3.087 1.173
C 4.332 2.331 1.763
C 4.885 1.100 1.133
C 5.002 0.165 2.380
C 5.184 1.145 3.521
O 4.594 2.346 3.026
H 4.384 0.678 0.262
H 5.894 1.379 0.832
H 4.070 -0.399 2.363
H 5.861 -0.498 2.492
H 4.517 0.935 4.358
H 6.192 1.389 3.856
Cl -0.616 0.423 6.173
C -0.845 -0.540 4.615
C 0.118 -1.741 4.742
Cl -0.373 -2.859 3.456
H -0.668 0.088 3.741
H -1.916 -0.722 4.709
H 0.015 -2.380 5.619
H 1.178 -1.499 4.663

Calculated values
**HOMO-LUMO gap**: 10.1 eV
**Relative energy (zero: lowest compared OMol25 entry of this formula, charge and spin)**: 2.042 eV
**Net charge**: 0
**Structure (SMILES)**: O=S1(=O)CCCC1.O=S1(=O)CCCC1.O=S1(=O)CCCC1.O=C1CCCO1.O=C1CCCO1.O=C1CCCO1.ClCCCl
**Spin multiplicity**: 1
**DFT total energy**: -4035.97141 Eh